(1)
Molecular formula: C53H34Cl5F9LaN7PS
Method: DFT, the ωB97M-V functional and the def2-TZVPD basis

```
! RIJCOSX wB97M-V def2-TZVPD def2/J DEFGRID3
* xyz 1 1
La 1.19577 -0.37114 1.06295
C 4.69509 1.86052 -2.22171
C 3.89532 1.29555 -1.08078
N 2.97794 0.39777 -1.21697
N 2.69542 -0.08397 -2.44581
C 1.88257 -1.14806 -2.66644
N 1.65033 -1.44600 -3.95812
S 1.20574 -2.06715 -1.45607
C 4.17261 1.74978 0.28815
C 4.89300 2.91960 0.54994
C 5.21126 3.24349 1.85788
C 4.82255 2.38013 2.87111
C 4.07768 1.26065 2.52867
N 3.73516 0.95779 1.28252
H 4.93601 1.09333 -2.95746
H 5.63862 2.27021 -1.87737
H 4.14459 2.65898 -2.72128
H 3.16392 0.32707 -3.25211
H 2.15959 -1.00354 -4.70671
H 1.14938 -2.29571 -4.16374
H 5.19242 3.58316 -0.24439
H 5.77429 4.13881 2.07914
H 5.08413 2.56307 3.90061
H 3.76095 0.55761 3.28903
C 4.96440 -3.46988 1.46299
C 4.18686 -2.30971 1.55168
N 2.87000 -2.31060 1.53052
C 2.22300 -3.50159 1.44765
C 2.92622 -4.72936 1.28438
C 4.33568 -4.67577 1.29330
C 2.20899 -5.93165 1.15052
C 0.83682 -5.91390 1.17079
C 0.13820 -4.72532 1.36894
C 0.79273 -3.51165 1.55873
N 0.14882 -2.32309 1.81315
C -0.88873 -2.28442 2.69115
C -1.15913 -3.27813 3.63834
C -2.24385 -3.19967 4.50032
C -3.12434 -2.14537 4.43982
C -2.86166 -1.07707 3.56658
C -3.69830 0.05626 3.47999
C -3.31338 1.12334 2.71383
C -2.09526 1.05334 2.03041
N -1.33214 -0.02237 1.99781
C -1.70390 -1.09973 2.73263
H 6.03893 -3.39475 1.52257
H 4.66906 -1.34293 1.64085
H 4.89784 -5.58987 1.17173
H 2.74965 -6.85863 1.04511
H 0.27975 -6.83291 1.05727
H -0.94170 -4.74446 1.37854
H -0.48735 -4.12076 3.71299
H -2.39690 -3.98979 5.21925
H -3.99394 -2.10559 5.07592
H -4.63122 0.06860 4.02485
H -3.92504 2.00644 2.62095
H -1.74446 1.91206 1.47612
Cl 1.59545 -0.87807 4.37448
C 1.10397 0.76604 4.17591
C 1.13240 1.18499 2.85340
C 0.73183 2.48696 2.61829
Cl 0.81986 2.91853 0.94116
C 0.26923 3.34514 3.60393
Cl -0.34523 4.90322 3.22739
C 0.27839 2.88370 4.92456
Cl -0.26192 3.91329 6.18587
C 0.71917 1.58898 5.22636
Cl 0.76325 1.04325 6.85296
F -6.11270 5.23778 -1.68868
C -5.71622 4.66436 -0.54119
F -6.79567 4.06903 -0.01624
F -5.38401 5.65996 0.29090
C -4.58259 3.69375 -0.75044
C -4.85587 2.37481 -1.08359
C -3.82031 1.46800 -1.23334
C -2.50475 1.87785 -1.05383
C -2.23684 3.21699 -0.76854
C -3.26852 4.12467 -0.61855
P -1.03676 0.75717 -1.18774
C -0.59625 1.42320 -2.84743
C 0.59854 2.11249 -3.01907
C 0.89941 2.71369 -4.23082
C -0.00528 2.62021 -5.27904
C -1.21109 1.94774 -5.11282
C -1.50565 1.36217 -3.89889
C 0.26618 3.29563 -6.60004
F 1.58035 3.46994 -6.81793
F -0.20813 2.57802 -7.62843
F -0.30605 4.50590 -6.67189
C -1.82564 -0.84759 -1.59987
C -2.53020 -1.47478 -0.57308
C -2.99834 -2.76679 -0.71476
C -2.76006 -3.44195 -1.90368
C -2.09454 -2.81843 -2.95095
C -1.61290 -1.53434 -2.79085
C -3.20804 -4.86129 -2.12220
F -3.96222 -4.96567 -3.22877
F -3.92144 -5.35814 -1.10872
F -2.16247 -5.68906 -2.30365
H -5.87723 2.05560 -1.20925
H -4.05183 0.44334 -1.48223
H -1.21115 3.54619 -0.66437
H -3.05587 5.15819 -0.39492
H 1.28183 2.20209 -2.18615
H 1.81505 3.27386 -4.35865
H -1.91813 1.90247 -5.92603
H -2.45444 0.86581 -3.76305
H -2.72477 -0.93987 0.34216
H -3.54082 -3.24324 0.08952
H -1.95103 -3.34044 -3.88489
H -1.07992 -1.06839 -3.60307
*
```

Calculated total energy = -173998.07574 eV
Energy relative to the best compared isomer or geometry (same formula, charge and spin) = 10.7 kcal per mole

Here are the Löwdin charges for atoms 1 to 8, given in e: number 1, La, carries 1.673; number 2, C, carries 0.001; number 3, C, carries -0.248; number 4, N, carries 0.038; number 5, N, carries -0.028; number 6, C, carries -0.823; number 7, N, carries 0.126; number 8, S, carries 0.728

***

(2)
Molecular formula: C53H37ClF5GeN2PSSbSe4Ti
Method: DFT, the ωB97M-V functional and the def2-TZVPD basis

```
! RIJCOSX wB97M-V def2-TZVPD def2/J DEFGRID3
* xyz 0 2
Ti -0.16246 0.03292 -0.13330
C -1.45179 -4.11269 0.16364
C -0.66192 -2.97184 0.21986
N -1.12490 -1.74865 -0.00011
C -2.45223 -1.62934 -0.28386
C -3.31873 -2.72424 -0.35219
C -2.78519 -3.99615 -0.12704
C -4.71295 -2.49691 -0.63226
C -5.19827 -1.25379 -0.79135
C -4.33572 -0.10605 -0.71770
C -4.78248 1.20496 -0.89352
C -3.87756 2.23569 -0.84942
C -2.53207 1.95219 -0.64620
N -2.08309 0.71474 -0.47188
C -2.97283 -0.30310 -0.48503
H -0.99692 -5.07754 0.34636
H 0.38017 -3.05721 0.47832
H -3.42307 -4.87181 -0.16891
H -5.36548 -3.35913 -0.70257
H -6.25076 -1.09575 -0.99528
H -5.83484 1.39502 -1.07479
H -4.18853 3.26460 -0.96903
H -1.79039 2.73551 -0.59838
Se -2.88609 3.88050 4.51476
Sb -1.36756 2.09544 4.75740
Se -2.10985 -0.52596 2.63523
Se -0.73482 1.24863 2.09802
Se -2.88393 -0.08894 4.81272
Cl 1.92422 -1.40604 -1.02948
C 2.78217 -2.46451 0.06004
C 3.42931 -3.58017 -0.43563
C 4.10112 -4.39126 0.46860
C 4.11238 -4.08031 1.82267
C 3.44663 -2.95503 2.29344
C 2.76756 -2.12606 1.40615
P 1.76891 -0.64441 1.83107
C 1.46649 -1.00123 3.60332
C 0.66883 -2.11602 3.87542
C 0.30930 -2.43266 5.17364
C 0.73292 -1.62920 6.22424
C 1.54524 -0.53923 5.96959
C 1.91097 -0.22411 4.66586
C 3.05976 0.66553 1.82078
C 2.83494 1.89905 2.43341
C 3.79790 2.89617 2.39197
C 4.98820 2.69549 1.70292
C 5.20598 1.49059 1.05629
C 4.25281 0.47884 1.12357
H 3.40212 -3.80840 -1.49499
H 4.61608 -5.27405 0.11019
H 4.63953 -4.72154 2.51849
H 3.45293 -2.71863 3.34975
H 0.34035 -2.74992 3.06222
H -0.32317 -3.29089 5.36519
H 0.42094 -1.85165 7.23770
H 1.89761 0.07793 6.78554
H 2.56139 0.61706 4.48942
H 1.89914 2.10078 2.93431
H 3.60575 3.84133 2.88558
H 5.73553 3.48015 1.66588
H 6.11945 1.32812 0.49550
H 4.45776 -0.46268 0.63093
F 5.90861 4.43488 -2.47028
C 4.76569 3.93557 -2.00116
C 4.33557 2.68764 -2.39886
F 5.06284 1.98094 -3.26684
C 3.16210 2.17123 -1.88542
F 2.80700 0.95862 -2.30561
C 2.37753 2.86042 -0.96006
S 0.90213 2.27129 -0.20660
C 2.83791 4.12616 -0.60367
F 2.15053 4.86584 0.26661
C 4.00673 4.65878 -1.10866
F 4.42005 5.86897 -0.72045
C -2.38066 -0.31327 -3.40047
Ge -0.47030 -0.23762 -2.80193
C 0.12189 -2.04342 -3.42787
C -0.71053 -3.14748 -3.24864
C -0.32578 -4.42414 -3.65922
C 0.91120 -4.61663 -4.25826
C 1.75955 -3.52642 -4.44215
C 1.36810 -2.26087 -4.02790
C 0.10856 1.09918 -4.17424
C 0.41575 2.35432 -3.70879
C 0.71470 3.44021 -4.56672
C 0.65099 3.27486 -5.91513
C 0.28676 2.01834 -6.46377
C 0.15896 1.86535 -7.86851
C -0.19594 0.66975 -8.41931
C -0.42115 -0.44275 -7.57951
C -0.30512 -0.32499 -6.22328
C 0.03619 0.91108 -5.60301
H -2.38087 -0.44254 -4.48430
H -2.87951 0.63382 -3.18037
H -2.97057 -1.12483 -2.96773
H -1.69048 -3.01637 -2.79739
H -1.00046 -5.26363 -3.52016
H 1.20769 -5.60412 -4.59225
H 2.72342 -3.66636 -4.92053
H 2.03483 -1.41791 -4.19042
H 0.41705 2.53639 -2.64281
H 0.98889 4.39868 -4.13853
H 0.86501 4.09570 -6.59202
H 0.34363 2.72870 -8.49941
H -0.30400 0.56994 -9.49246
H -0.68723 -1.39847 -8.01575
H -0.47357 -1.19511 -5.60645
*
```

Calculated total energy = -452332.74554 eV
Energy relative to the best compared isomer or geometry (same formula, charge and spin) = 57.0 kcal per mole

Here are the Löwdin charges for atoms 1 to 8, given in e: number 1, Ti, carries 0.160; number 2, C, carries -0.014; number 3, C, carries -0.116; number 4, N, carries -0.062; number 5, C, carries -0.243; number 6, C, carries -0.141; number 7, C, carries 0.018; number 8, C, carries -0.002